Record 1
The following is a quantum chemistry calculation of the molecule C3H2ClFS at a distorted geometry, from the Open Molecules 2025 dataset.

```
! wB97M-V def2-TZVPD RIJCOSX def2/J DEFGRID3
* xyz 0 1
C 1.224 -0.228 -0.182
C 0.023 0.419 0.096
C -1.214 -0.338 0.094
H 1.224 -1.248 -0.083
H -1.350 -1.357 0.396
F -0.015 1.757 0.044
S -2.608 0.510 -0.217
Cl 2.715 0.485 -0.147
*
```

HOMO level: -0.33334 Ha
Maximum force: 0.0894 Eh/bohr
SMILES string: F/C(C=S)=C\Cl
LUMO: -1.33 eV
Orbital gap: 7.74 eV
Energy: -1073.69003 hartree
Molar mass: 124.57 g/mol

These are the natural (NBO) partial charges, in e, on atoms 1 to 2: -0.261, 0.316

=====

Record 2
The following is a quantum chemistry calculation of the molecule C3H2ClN3O2 at a distorted geometry, from the Open Molecules 2025 dataset.

```
! wB97M-V def2-TZVPD RIJCOSX def2/J DEFGRID3
* xyz 0 1
C -0.047 0.415 -0.324
C 0.107 -1.108 -0.094
C 1.322 1.018 -0.278
N -1.029 0.832 0.552
N -1.510 -0.248 1.003
N -1.072 -1.359 0.692
O 0.886 -1.904 -0.521
O 1.896 1.487 0.662
Cl 2.128 0.615 -1.841
H -0.253 0.577 -1.320
H -2.427 -0.326 1.469
*
```

HOMO level: -0.37485 Ha
Maximum force: 0.0943 Eh/bohr
LUMO: -0.84 eV
Orbital gap: 9.36 eV
Energy: -890.37187 hartree
Molar mass: 147.52 g/mol

These are the natural (NBO) partial charges, in e, on atoms 1 to 2: -0.368, 0.630

=====

Record 3
The following is a quantum chemistry calculation of the molecule C3H2ClNO at a distorted geometry, from the Open Molecules 2025 dataset.

```
! wB97M-V def2-TZVPD RIJCOSX def2/J DEFGRID3
* xyz 0 1
C -0.213 -0.095 0.056
C 1.064 -0.473 0.491
C 1.839 0.429 -0.267
H 1.354 -1.283 1.101
H 2.869 0.584 -0.315
N -0.273 1.019 -0.609
O 1.078 1.312 -0.845
Cl -1.593 -0.947 0.503
*
```

HOMO level: -0.37433 Ha
Maximum force: 0.0747 Eh/bohr
SMILES string: Clc1ccon1
LUMO: 0.90 eV
Orbital gap: 11.09 eV
Energy: -705.63888 hartree
Molar mass: 103.51 g/mol

These are the natural (NBO) partial charges, in e, on atoms 1 to 2: 0.085, -0.380

=====

Record 4
The following is a quantum chemistry calculation of the molecule C3H2ClNO at a distorted geometry, from the Open Molecules 2025 dataset.

```
! wB97M-V def2-TZVPD RIJCOSX def2/J DEFGRID3
* xyz 0 1
C 0.222 0.133 0.049
C -0.619 1.162 0.001
C -1.770 -0.666 0.014
H -0.356 2.267 -0.012
H -2.465 -1.436 0.149
N -1.903 0.634 -0.025
O -0.462 -1.058 -0.042
Cl 1.931 -0.034 -0.001
*
```

HOMO level: -0.34920 Ha
Maximum force: 0.0604 Eh/bohr
SMILES string: Clc1cnco1
LUMO: 0.82 eV
Orbital gap: 10.33 eV
Energy: -705.67766 hartree
Molar mass: 103.51 g/mol

These are the natural (NBO) partial charges, in e, on atoms 1 to 2: 0.188, -0.135

=====

Record 5
The following is a quantum chemistry calculation of the molecule C3H2ClNOS at a distorted geometry, from the Open Molecules 2025 dataset.

```
! wB97M-V def2-TZVPD RIJCOSX def2/J DEFGRID3
* xyz 0 1
C 0.320 0.944 0.003
C 0.689 0.230 -1.134
C -0.370 -1.186 0.307
H 1.158 0.338 -2.068
H -0.797 0.306 1.802
N -0.263 0.151 0.979
O 0.221 -1.029 -0.878
S -1.111 -2.331 1.205
Cl 0.153 2.578 -0.215
*
```

HOMO level: -0.30387 Ha
Maximum force: 0.1011 Eh/bohr
SMILES string: S=c1[nH]c(Cl)co1
LUMO: 0.55 eV
Orbital gap: 8.82 eV
Energy: -1103.83197 hartree
Molar mass: 135.57 g/mol

These are the natural (NBO) partial charges, in e, on atoms 1 to 2: 0.048, 0.009

=====

Record 6
The following is a quantum chemistry calculation of a structure of composition C3H2ClNS at a distorted geometry, from the Open Molecules 2025 dataset.

```
! wB97M-V def2-TZVPD RIJCOSX def2/J DEFGRID3
* xyz 0 1
C -0.045 -1.133 0.005
C -0.247 1.198 -0.012
C 0.696 0.050 -0.003
N -1.349 -0.997 0.014
S -1.809 0.557 0.017
Cl 2.387 0.218 0.017
H 0.366 -2.128 0.003
H 0.001 2.235 -0.042
*
```

HOMO level: -0.34243 Ha
Maximum force: 0.0879 Eh/bohr
LUMO: 0.50 eV
Orbital gap: 9.82 eV
Energy: -1028.63196 hartree
Molar mass: 119.58 g/mol

These are the natural (NBO) partial charges, in e, on atoms 1 to 2: -0.024, -0.465

=====

Record 7
The following is a quantum chemistry calculation of the molecule C3H2ClNS at a distorted geometry, from the Open Molecules 2025 dataset.

```
! wB97M-V def2-TZVPD RIJCOSX def2/J DEFGRID3
* xyz 0 1
C 0.471 -0.055 0.473
C -0.537 -1.069 0.127
C 0.034 1.245 0.157
H 0.487 -0.204 1.661
H -0.064 -2.114 0.199
N -0.461 2.200 -0.113
S -1.991 -0.492 -0.145
Cl 2.050 -0.349 -0.194
*
```

HOMO level: -0.34558 Ha
Maximum force: 0.1071 Eh/bohr
SMILES string: N#C[C@H](Cl)C=S
LUMO: -0.93 eV
Orbital gap: 8.47 eV
Energy: -1028.57331 hartree
Molar mass: 119.58 g/mol

These are the natural (NBO) partial charges, in e, on atoms 1 to 2: -0.411, -0.310

=====

Record 8
The following is a quantum chemistry calculation of a structure of composition C3H2CrLiO2 at a distorted geometry, from the Open Molecules 2025 dataset.

```
! wB97M-V def2-TZVPD RIJCOSX def2/J DEFGRID3
* xyz 0 6
C 0.317 0.301 0.291
Li -1.283 -1.608 0.952
O -1.136 0.353 0.738
C -0.789 0.701 -0.594
H -0.882 1.765 -0.835
H -1.151 0.021 -1.376
Cr 2.385 0.673 0.692
O 1.861 -1.097 -0.238
C 0.679 -1.110 0.371
*
```

HOMO level (spin up / spin down): -0.21443 / -0.26958 Ha
Maximum force: 0.0742 Eh/bohr
<S²>: 8.774
LUMO (spin up / spin down): -0.48 / -0.47 eV
Orbital gap (spin up / spin down): 5.35 / 6.87 eV
Energy: -1317.79860 hartree
Molar mass: 128.98 g/mol

These are the natural (NBO) partial charges, in e, on atoms 1 to 2: -0.285, 0.869

=====

Look up the molar mass of the seventh one.
119.58 g/mol